{"formula": "C48H44N5NiO2P2S2", "method": "wB97M-V/def2-TZVPD", "species": ["Ni", "C", "C", "P", "C", "C", "C", "C", "C", "C", "C", "C", "C", "C", "C", "C", "C", "P", "C", "C", "C", "C", "C", "C", "C", "C", "C", "C", "C", "C", "H", "H", "H", "H", "H", "H", "H", "H", "H", "H", "H", "H", "H", "H", "H", "H", "H", "H", "H", "H", "H", "H", "H", "H", "H", "H", "O", "C", "C", "C", "C", "C", "C", "C", "O", "N", "N", "C", "S", "C", "C", "S", "H", "H", "H", "H", "H", "H", "H", "H", "H", "C", "C", "N", "C", "C", "C", "C", "C", "C", "C", "C", "N", "C", "N", "H", "H", "H", "H", "H", "H", "H", "H", "H"], "xyz": [[-0.12823, -0.43406, 0.62696], [-0.22613, -1.60475, -2.87863], [-1.55984, -1.28048, -2.20345], [-1.66489, -1.62971, -0.41199], [-1.76683, -3.43467, -0.23936], [-1.47421, -3.98201, 1.00715], [-1.62404, -5.34230, 1.23088], [-2.05453, -6.16636, 0.20148], [-2.34343, -5.62769, -1.04529], [-2.20947, -4.26532, -1.26556], [-3.39199, -1.16396, -0.01632], [-4.22545, -0.49176, -0.90476], [-5.51748, -0.14584, -0.52883], [-5.98608, -0.46689, 0.73420], [-5.16308, -1.14820, 1.62324], [-3.87736, -1.49569, 1.24920], [0.93604, -0.72894, -2.40965], [1.50637, -1.15016, -0.73373], [3.04360, -0.21405, -0.49631], [3.86512, -0.56396, 0.57368], [5.03581, 0.13668, 0.80848], [5.39320, 1.19240, -0.01976], [4.57400, 1.55085, -1.07893], [3.39814, 0.85279, -1.31627], [2.12701, -2.84852, -0.91018], [1.57059, -3.91533, -0.21834], [2.04394, -5.20720, -0.41205], [3.08059, -5.43757, -1.30063], [3.65252, -4.37190, -1.98885], [3.18374, -3.08541, -1.79399], [-0.35878, -1.44150, -3.94977], [0.02101, -2.66381, -2.76130], [-2.36851, -1.80742, -2.71257], [-1.76697, -0.21000, -2.30856], [-1.11433, -3.33854, 1.80312], [-1.39670, -5.75623, 2.20466], [-2.16492, -7.22974, 0.36781], [-2.67835, -6.27113, -1.84794], [-2.45122, -3.86485, -2.24128], [-3.88253, -0.21437, -1.89182], [-6.15448, 0.37867, -1.22888], [-6.99266, -0.19709, 1.02590], [-5.52712, -1.41043, 2.60827], [-3.24343, -2.02863, 1.94873], [0.63375, 0.32230, -2.38881], [1.77770, -0.82485, -3.09776], [3.58637, -1.38126, 1.22996], [5.66398, -0.13503, 1.64657], [6.30537, 1.74288, 0.16855], [4.83875, 2.38539, -1.71457], [2.75346, 1.17286, -2.12385], [0.77116, -3.74587, 0.49010], [1.59952, -6.02607, 0.13865], [3.45380, -6.44175, -1.45207], [4.47159, -4.54364, -2.67461], [3.65471, -2.26415, -2.32132], [1.14969, 3.56989, -0.71848], [2.15121, 3.75605, 0.17210], [2.93128, 4.90146, 0.02681], [3.97079, 5.14899, 0.89988], [4.25211, 4.26106, 1.93633], [3.48110, 3.12712, 2.08174], [2.42159, 2.85350, 1.21116], [1.64932, 1.60223, 1.36379], [0.81022, 1.28614, 0.41845], [1.89547, 0.85474, 2.40111], [1.19985, -0.34815, 2.39258], [1.51746, -1.09501, 3.37740], [2.66205, -0.60244, 4.60959], [2.68337, -2.22068, 5.43474], [1.31064, -2.85205, 5.30404], [0.80797, -2.68927, 3.56933], [0.74930, 2.70384, -0.50091], [2.69848, 5.57883, -0.78427], [4.57075, 6.04114, 0.77303], [5.06761, 4.45691, 2.61898], [3.68367, 2.41661, 2.87139], [2.94047, -2.05314, 6.48004], [3.44697, -2.85112, 4.98073], [0.58214, -2.35221, 5.94074], [1.32851, -3.91453, 5.54238], [-2.51176, 1.36470, 3.58204], [-1.62010, 0.53571, 2.92654], [-1.47361, 0.58073, 1.60274], [-2.19725, 1.43810, 0.87958], [-3.14001, 2.28302, 1.44516], [-3.28252, 2.23328, 2.83407], [-4.03031, 3.17442, 0.68957], [-4.00663, 3.68883, -0.54404], [-3.08306, 3.54254, -1.68094], [-3.04104, 4.57170, -2.61906], [-2.19155, 4.42251, -3.69819], [-1.43608, 3.33884, -3.86091], [-1.54875, 2.41620, -2.91859], [-2.33143, 2.44713, -1.84493], [-2.59938, 1.31569, 4.65781], [-1.00537, -0.17870, 3.45671], [-2.02007, 1.46370, -0.18567], [-4.00913, 2.87338, 3.31966], [-4.87288, 3.50298, 1.29141], [-4.80478, 4.39367, -0.75237], [-3.65199, 5.45618, -2.50540], [-2.11771, 5.18689, -4.46316], [-0.92657, 1.53567, -3.04048]], "forces_ev_per_a": [[0.0, -0.3, 0.1], [0.0, 0.0, 0.0], [0.0, -0.1, 0.0], [-0.2, 0.1, -0.1], [0.1, 0.0, 0.0], [-0.1, 0.0, 0.0], [0.0, 0.1, 0.0], [0.0, 0.0, 0.0], [0.0, 0.0, 0.0], [0.1, 0.0, 0.0], [0.1, 0.0, 0.0], [0.1, 0.0, 0.0], [0.0, 0.0, 0.0], [0.0, 0.0, 0.0], [0.0, 0.0, 0.0], [0.0, 0.0, 0.0], [0.0, 0.0, -0.1], [0.1, 0.2, 0.2], [-0.1, -0.1, 0.0], [0.1, -0.1, -0.1], [0.0, 0.0, 0.0], [0.0, 0.0, 0.0], [0.0, 0.0, 0.0], [0.0, 0.0, 0.0], [-0.1, 0.0, 0.0], [0.0, 0.0, 0.2], [0.0, 0.0, 0.0], [0.0, 0.0, 0.0], [0.0, 0.0, 0.0], [0.0, 0.0, 0.0], [0.0, 0.0, 0.0], [0.0, 0.0, 0.0], [0.0, 0.0, 0.0], [0.0, -0.1, 0.1], [-0.1, 0.0, 0.0], [0.0, 0.0, 0.0], [0.0, 0.0, 0.0], [0.0, 0.0, 0.0], [0.0, 0.0, 0.0], [0.0, 0.0, 0.0], [0.0, 0.0, 0.0], [0.0, 0.0, 0.0], [0.0, 0.0, 0.0], [0.0, 0.0, 0.0], [0.1, 0.0, 0.0], [0.0, 0.0, 0.0], [0.0, 0.0, 0.0], [0.0, 0.0, 0.0], [0.0, 0.0, 0.0], [0.0, 0.0, 0.0], [0.0, 0.0, 0.0], [0.2, 0.0, -0.1], [0.0, 0.0, 0.0], [0.0, 0.0, 0.0], [0.0, 0.0, 0.0], [0.0, 0.0, 0.0], [0.0, 0.1, -0.1], [0.0, 0.0, 0.0], [0.0, 0.0, 0.0], [0.0, 0.0, 0.0], [0.0, 0.0, 0.0], [0.0, 0.0, 0.0], [0.0, 0.0, 0.1], [-0.1, -0.1, -0.1], [0.0, 0.2, 0.0], [0.0, 0.0, 0.2], [0.0, 0.1, -0.2], [0.0, 0.0, -0.1], [0.0, 0.0, 0.0], [0.0, 0.0, 0.0], [0.0, 0.0, 0.0], [0.0, 0.0, 0.0], [0.0, -0.1, 0.0], [0.0, 0.0, 0.0], [0.0, 0.0, 0.0], [0.0, 0.0, 0.0], [0.0, 0.0, 0.0], [0.0, 0.0, 0.0], [0.0, 0.0, 0.0], [0.0, 0.0, 0.0], [0.0, 0.0, 0.0], [0.0, 0.0, 0.0], [-0.1, 0.0, 0.1], [0.1, -0.1, 0.0], [0.1, 0.0, 0.1], [-0.1, 0.0, 0.1], [-0.1, -0.1, -0.1], [0.0, 0.0, 0.1], [0.0, 0.0, 0.0], [0.0, 0.1, 0.0], [0.0, 0.0, 0.0], [-0.1, 0.0, 0.0], [0.1, -0.1, 0.0], [0.0, 0.2, 0.0], [0.1, 0.1, -0.3], [0.0, 0.0, 0.0], [0.0, 0.0, 0.0], [-0.1, -0.1, 0.1], [0.0, 0.0, 0.0], [0.1, 0.1, 0.0], [0.0, 0.0, 0.0], [0.0, 0.0, 0.0], [0.0, 0.0, 0.0], [0.0, 0.0, 0.0]], "e_tot_ha": -5267.05951, "orbital_gap_ev": 7.10, "spin_multiplicity": 1, "total_charge": 1, "relative_energy_ev": 0.000}